The following is a quantum chemistry calculation of 9 unconnected molecules or ions with the total composition C48H89BF3N2O29P in a non-equilibrium geometry, from the Open Molecules 2025 dataset.

Each atom is followed by the atoms it is bonded to, with distances in Å.
Atoms and positions in Å:
1 P 1.59 0.53 3.20  O9 1.752, O18 1.741, O19 1.613, C42 1.948
2 F 7.01 -2.30 3.43  C37 1.510
3 F 4.68 -5.34 3.17  C56 1.508
4 F 7.61 -4.83 3.74  C37 1.485
5 O -5.14 4.61 -2.38  C66 1.223
6 O -5.63 2.83 -3.75  C36 1.433, C66 1.357
7 O -3.22 -2.24 -3.03  C46 1.357, C47 1.433
8 O -4.32 -6.57 12.06  C77 1.223
9 O 3.13 1.06 2.53  P1 1.752, C83 1.472
10 O -2.93 -1.07 -1.19  C46 1.355, C65 1.426
11 O 8.86 1.02 -0.34  C80 1.223
12 O 4.04 -3.08 8.33  B84 1.503, H127 1.018
13 O 1.62 3.60 -12.16  C69 1.223
14 O -4.70 -2.52 -1.29  C46 1.223
15 O 2.79 8.62 4.75  C58 1.355, C73 1.426
16 O 1.80 6.97 3.69  C49 1.433, C58 1.357
17 O 3.74 6.53 4.84  C58 1.223
18 O 0.54 -0.26 2.06  P1 1.741, C55 1.471
19 O 0.83 1.89 3.63  P1 1.613
20 O -4.08 -4.86 13.58  C70 1.426, C77 1.355
21 O 0.80 4.75 -13.97  C39 1.433, C69 1.357
22 O 0.50 -1.61 7.58  C62 1.486, H159 1.002
23 O -9.03 -3.13 -7.59  C68 1.433, C74 1.357
24 O 8.99 1.04 1.95  C52 1.433, C80 1.357
25 O -8.73 -1.97 -5.75  C57 1.426, C74 1.355
26 O -2.31 -5.50 12.44  C38 1.433, C77 1.357
27 O 0.53 -0.18 -6.36  C51 1.223
28 O -0.12 5.09 -12.01  C69 1.355, C78 1.426
29 O -10.51 -3.42 -5.86  C74 1.223
30 O -7.19 3.57 -2.39  C66 1.355, C81 1.426
31 O 0.30 1.78 -7.54  C51 1.357, C75 1.433
32 O 10.04 2.61 0.83  C43 1.426, C80 1.355
33 O -1.51 0.79 -6.79  C51 1.355, C76 1.426
34 N -0.58 -5.12 5.68  C48 1.307
35 N 0.98 -4.94 8.99  C41 1.307
36 C -4.30 2.86 -4.28  O6 1.433, C45 1.519, H112 1.096, H124 1.095
37 C 6.61 -3.74 3.67  F2 1.510, F4 1.485, C56 1.515
38 C -1.69 -6.32 11.44  O26 1.433, C82 1.519, H117 1.095, H138 1.096
39 C 1.75 4.09 -14.82  O21 1.433, C79 1.519, H99 1.096, H169 1.095
40 C 1.09 -1.92 4.67  C42 1.637, C50 1.652, H96 1.192, H102 1.185
41 C 1.25 -3.91 8.23  N35 1.307, C62 1.673
42 C 1.79 -0.46 4.86  P1 1.948, C40 1.637, H87 1.193, H92 1.192
43 C 10.48 3.14 -0.42  O32 1.426, H95 1.094, H114 1.095, H167 1.094
44 C 1.19 4.75 4.48  C49 1.519, H94 1.094, H122 1.095, H155 1.093
45 C -3.31 2.25 -3.30  C36 1.519, H93 1.095, H101 1.094, H161 1.093
46 C -3.71 -2.01 -1.78  O7 1.357, O10 1.355, O14 1.223
47 C -3.96 -3.18 -3.82  O7 1.433, C64 1.519, H100 1.095, H145 1.096
48 C 0.39 -4.24 5.71  N34 1.307, C50 1.675
49 C 1.70 5.59 3.32  O16 1.433, C44 1.519, H109 1.095, H135 1.096
50 C 1.59 -3.07 5.75  C40 1.652, C48 1.675, C60 1.650, C62 1.653
51 C -0.15 0.71 -6.84  O27 1.223, O31 1.357, O33 1.355
52 C 8.19 -0.14 2.01  O24 1.433, C61 1.519, H89 1.096, H91 1.095
53 C -11.03 -3.44 -8.94  C68 1.519, H106 1.095, H113 1.093, H158 1.094
54 C 4.06 -2.96 4.49  C56 1.673, C60 1.637, H86 1.170, H170 1.179
55 C 1.28 -1.12 1.12  O18 1.471, C67 1.642, H118 1.170, H123 1.194
56 C 5.12 -4.04 3.78  F3 1.508, C37 1.515, C54 1.673
57 C -9.20 -1.55 -4.47  O25 1.426, H88 1.094, H120 1.094, H148 1.095
58 C 2.87 7.30 4.46  O15 1.355, O16 1.357, O17 1.223
59 C 2.17 0.86 -8.81  C75 1.519, H115 1.095, H141 1.093, H152 1.094
60 C 2.96 -3.87 5.29  C50 1.650, C54 1.637, H126 1.194, H129 1.194
61 C 9.01 -1.37 1.66  C52 1.519, H139 1.095, H153 1.093, H172 1.094
62 C 1.61 -2.55 7.32  O22 1.486, C41 1.673, C50 1.653, B84 1.642
63 C 3.61 -0.48 7.92  C71 1.640, B84 1.649, H133 1.193, H165 1.194
64 C -5.23 -2.55 -4.37  C47 1.519, H110 1.095, H157 1.094, H173 1.093
65 C -3.39 -0.66 0.09  O10 1.426, H151 1.094, H154 1.095, H166 1.094
66 C -5.91 3.76 -2.81  O5 1.223, O6 1.357, O30 1.355
67 C 0.69 -0.81 -0.38  C55 1.642, H108 1.194, H128 1.191, H130 1.182
68 C -9.77 -4.07 -8.38  O23 1.433, C53 1.519, H136 1.096, H171 1.095
69 C 0.85 4.41 -12.66  O13 1.223, O21 1.357, O28 1.355
70 C -5.48 -4.93 13.81  O20 1.426, H90 1.095, H105 1.094, H140 1.094
71 C 5.12 -0.33 7.31  C63 1.640, H97 1.181, H134 1.186, H146 1.173
72 C 3.78 2.02 0.18  C83 1.654, H121 1.171, H144 1.193, H156 1.175
73 C 3.80 9.07 5.64  O15 1.426, H116 1.094, H125 1.094, H168 1.095
74 C -9.52 -2.90 -6.35  O23 1.357, O25 1.355, O29 1.223
75 C 1.72 1.84 -7.73  O31 1.433, C59 1.519, H107 1.095, H147 1.096
76 C -2.12 -0.34 -6.16  O33 1.426, H132 1.094, H162 1.094, H163 1.095
77 C -3.64 -5.74 12.64  O8 1.223, O20 1.355, O26 1.357
78 C -0.25 4.74 -10.63  O28 1.426, H103 1.094, H104 1.094, H111 1.095
79 C 1.31 2.67 -15.12  C39 1.519, H98 1.094, H143 1.093, H160 1.095
80 C 9.25 1.51 0.71  O11 1.223, O24 1.357, O32 1.355
81 C -7.58 4.42 -1.32  O30 1.426, H85 1.094, H131 1.094, H137 1.095
82 C -2.05 -5.84 10.04  C38 1.519, H119 1.093, H142 1.094, H150 1.095
83 C 2.78 2.04 1.49  O9 1.472, C72 1.654, H149 1.181, H164 1.178
84 B 3.08 -2.04 7.85  O12 1.503, C62 1.642, C63 1.649
85 H -7.04 4.14 -0.41  C81 1.094
86 H 3.64 -2.32 3.61  C54 1.170
87 H 2.93 -0.51 5.21  C42 1.193
88 H -8.44 -0.91 -4.02  C57 1.094
89 H 7.30 -0.05 1.37  C52 1.096
90 H -5.80 -5.96 14.05  C70 1.095
91 H 7.83 -0.23 3.04  C52 1.095
92 H 1.21 0.12 5.73  C42 1.192
93 H -3.63 1.24 -3.01  C45 1.095
94 H 1.90 4.75 5.31  C44 1.094
95 H 11.19 2.46 -0.89  C43 1.094
96 H -0.08 -1.80 4.85  C40 1.192
97 H 5.76 0.43 7.96  C71 1.181
98 H 1.29 2.06 -14.22  C79 1.094
99 H 2.75 4.12 -14.38  C39 1.096
100 H -3.31 -3.47 -4.65  C47 1.095
101 H -3.25 2.84 -2.38  C45 1.094
102 H 1.24 -2.40 3.60  C40 1.185
103 H -0.96 5.43 -10.17  C78 1.094
104 H -0.65 3.72 -10.54  C78 1.094
105 H -5.72 -4.30 14.67  C70 1.094
106 H -10.80 -2.52 -9.48  C53 1.095
107 H 1.96 2.86 -8.05  C75 1.095
108 H -0.49 -0.70 -0.26  C67 1.194
109 H 0.98 5.54 2.49  C49 1.095
110 H -4.99 -1.63 -4.92  C64 1.095
111 H 0.71 4.82 -10.11  C78 1.095
112 H -4.01 3.88 -4.56  C36 1.096
113 H -11.55 -4.13 -9.61  C53 1.093
114 H 9.63 3.34 -1.09  C43 1.095
115 H 1.61 1.03 -9.74  C59 1.095
116 H 3.63 8.66 6.64  C73 1.094
117 H -0.61 -6.23 11.59  C38 1.095
118 H 2.44 -1.09 1.21  C55 1.170
119 H -1.50 -6.41 9.29  C82 1.093
120 H -10.12 -0.97 -4.58  C57 1.094
121 H 4.92 2.09 0.44  C72 1.171
122 H 0.25 5.15 4.86  C44 1.095
123 H 0.96 -2.24 1.38  C55 1.194
124 H -4.31 2.27 -5.20  C36 1.095
125 H 3.74 10.16 5.71  C73 1.094
126 H 3.45 -4.51 6.17  C60 1.194
127 H 3.79 -3.35 9.28  O12 1.018
128 H 0.83 -1.71 -1.15  C67 1.191
129 H 2.59 -4.70 4.51  C60 1.194
130 H 1.06 0.21 -0.85  C67 1.182
131 H -8.65 4.29 -1.15  C81 1.094
132 H -3.19 -0.12 -6.05  C76 1.094
133 H 3.65 -0.20 9.08  C63 1.193
134 H 5.01 0.00 6.18  C71 1.186
135 H 2.66 5.22 2.93  C49 1.096
136 H -9.98 -4.98 -7.81  C68 1.096
137 H -7.40 5.47 -1.56  C81 1.095
138 H -1.94 -7.38 11.59  C38 1.096
139 H 9.90 -1.43 2.29  C61 1.095
140 H -6.02 -4.56 12.94  C70 1.094
141 H 3.24 0.98 -9.01  C59 1.093
142 H -3.12 -5.96 9.84  C82 1.094
143 H 1.99 2.20 -15.84  C79 1.093
144 H 3.53 3.02 -0.43  C72 1.193
145 H -4.18 -4.08 -3.24  C47 1.096
146 H 5.71 -1.34 7.31  C71 1.173
147 H 2.25 1.66 -6.78  C75 1.096
148 H -9.36 -2.41 -3.81  C57 1.095
149 H 2.84 3.13 1.96  C83 1.181
150 H -1.81 -4.78 9.93  C82 1.095
151 H -4.31 -0.08 -0.02  C65 1.094
152 H 1.98 -0.17 -8.51  C59 1.094
153 H 8.42 -2.28 1.79  C61 1.093
154 H -3.55 -1.52 0.76  C65 1.095
155 H 1.04 3.72 4.16  C44 1.093
156 H 3.57 1.14 -0.57  C72 1.175
157 H -5.92 -2.27 -3.57  C64 1.094
158 H -11.73 -3.16 -8.14  C53 1.094
159 H 0.83 -0.68 7.73  O22 1.002
160 H 0.29 2.66 -15.53  C79 1.095
161 H -2.31 2.19 -3.74  C45 1.093
162 H -2.01 -1.22 -6.80  C76 1.094
163 H -1.70 -0.52 -5.17  C76 1.095
164 H 1.69 1.87 1.08  C83 1.178
165 H 2.84 0.31 7.45  C63 1.194
166 H -2.63 -0.02 0.54  C65 1.094
167 H 10.99 4.09 -0.22  C43 1.094
168 H 4.80 8.81 5.28  C73 1.095
169 H 1.79 4.66 -15.76  C39 1.095
170 H 4.69 -2.35 5.28  C54 1.179
171 H -9.12 -4.36 -9.21  C68 1.095
172 H 9.36 -1.34 0.62  C61 1.094
173 H -5.74 -3.24 -5.05  C64 1.093

orbital gap	0.34385	hartree
highest occupied orbital energy	-10.3	eV
SMILES string	CCOP(=O)(CC[C@@](C#N)(CCC(F)=C(F)F)[C@@](O)(C#N)B(O)CC)OCC.CCOC(=O)OC.CCOC(=O)OC.CCOC(=O)OC.CCOC(=O)OC.CCOC(=O)OC.CCOC(=O)OC.CCOC(=O)OC.CCOC(=O)OC


The following is a quantum chemistry calculation of 2 unconnected molecules or ions with the total composition C4H11N3O2 in a non-equilibrium geometry, from the Open Molecules 2025 dataset.

Each atom is followed by the atoms it is bonded to, with distances in Å.
Atoms and positions in Å:
1 O -0.14 0.93 -2.81  C8 1.256
2 O -0.55 2.85 -1.89  C8 1.307, H13 1.126
3 N 0.06 -1.13 1.17  C6 1.460, C7 1.399, H11 1.005
4 N 1.43 -0.61 3.08  C7 1.326, H14 0.962, H19 1.073
5 N 1.62 0.47 1.10  C7 1.266, H15 1.088
6 C 0.60 -1.72 -0.05  N3 1.460, H10 1.145, H18 1.112, H20 1.158
7 C 1.03 -0.37 1.84  N3 1.399, N4 1.326, N5 1.266
8 C -0.91 1.60 -2.07  O1 1.256, O2 1.307, C9 1.470
9 C -2.01 0.90 -1.39  C8 1.470, H12 1.060, H16 1.036, H17 1.095
10 H 1.72 -1.98 -0.01  C6 1.145
11 H -0.52 -1.76 1.69  N3 1.005
12 H -2.40 0.15 -2.02  C9 1.060
13 H 0.05 3.21 -2.77  O2 1.126
14 H 0.78 -1.13 3.56  N4 0.962
15 H 1.41 0.46 0.04  N5 1.088
16 H -1.72 0.13 -0.76  C9 1.036
17 H -2.87 1.52 -1.12  C9 1.095
18 H 0.29 -0.97 -0.81  C6 1.112
19 H 1.70 0.20 3.73  N4 1.073
20 H 0.42 -2.76 -0.52  C6 1.158

orbital gap	0.33911	hartree
highest occupied orbital energy	-8.6	eV
SMILES string	[H]/N=C(/N)NC.CC(=O)O
ΔE to the lowest compared entry with this formula, charge and spin	84.18	kcal/mol


The following is a quantum chemistry calculation of a single C11H12N2O4S2 molecule in a non-equilibrium geometry, from the Open Molecules 2025 dataset.

Each atom is followed by the atoms it is bonded to, with distances in Å.
Atoms and positions in Å:
1 S -2.07 -0.69 -0.41  C12 1.758, C14 1.821
2 S -0.34 0.12 2.03  C9 1.781, C16 1.841
3 O 2.53 1.09 1.13  C10 1.264
4 O 0.07 -3.22 4.38  C18 1.448, H27 0.954
5 O -0.64 -0.18 -3.02  C13 1.230
6 O -3.30 1.16 -2.71  C15 1.450, H26 0.992
7 N 3.58 0.94 -1.61  C11 1.362, C17 1.384, H30 1.047
8 N 2.46 0.20 -3.38  C17 1.320, C19 1.400
9 C 0.40 0.21 0.41  S2 1.781, C10 1.476, C12 1.408
10 C 1.77 0.71 0.19  O3 1.264, C9 1.476, C11 1.468
11 C 2.32 0.67 -1.17  N7 1.362, C10 1.468, C19 1.397
12 C -0.43 -0.14 -0.68  S1 1.758, C9 1.408, C13 1.506
13 C 0.14 -0.10 -2.07  O5 1.230, C12 1.506, C19 1.506
14 C -3.04 0.84 -0.28  S1 1.821, C15 1.529, H21 1.089, H23 1.105
15 C -2.88 1.79 -1.47  O6 1.450, C14 1.529, H22 1.079, H31 1.093
16 C 0.35 -1.46 2.68  S2 1.841, C18 1.564, H20 1.120, H25 1.111
17 C 3.62 0.67 -2.97  N7 1.384, N8 1.320, H24 1.067
18 C -0.58 -2.09 3.76  O4 1.448, C16 1.564, H28 1.090, H29 1.104
19 C 1.58 0.26 -2.29  N8 1.400, C11 1.397, C13 1.506
20 H 1.39 -1.30 3.06  C16 1.120
21 H -4.10 0.60 -0.20  C14 1.089
22 H -3.49 2.66 -1.30  C15 1.079
23 H -2.72 1.37 0.64  C14 1.105
24 H 4.44 0.84 -3.63  C17 1.067
25 H 0.49 -2.12 1.80  C16 1.111
26 H -2.64 0.45 -2.92  O6 0.992
27 H 0.85 -2.95 4.86  O4 0.954
28 H -1.52 -2.42 3.31  C18 1.090
29 H -0.79 -1.29 4.49  C18 1.104
30 H 4.38 1.27 -1.02  N7 1.047
31 H -1.84 2.11 -1.58  C15 1.093

orbital gap	0.24311	hartree
highest occupied orbital energy	-8.7	eV
SMILES string	O=C1C(SCCO)=C(SCCO)C(=O)c2[nH]cnc21
ΔE to the lowest compared entry with this formula, charge and spin	2.20	kcal/mol


The following is a quantum chemistry calculation of 2 unconnected molecules or ions with the total composition C9H13O5 in a non-equilibrium geometry, from the Open Molecules 2025 dataset.

Each atom is followed by the atoms it is bonded to, with distances in Å.
Atoms and positions in Å:
1 O 0.14 0.50 2.33  C11 1.404, H25 0.977
2 O 3.55 -2.73 -2.59  O3 1.238
3 O 2.63 -2.01 -2.17  O2 1.238
4 O -1.14 -0.09 -0.97  O5 1.506, C10 1.430
5 O -1.12 1.41 -0.96  O4 1.506, C8 1.428
6 C -0.83 3.16 0.55  C8 1.537, H15 1.096, H20 1.098, H22 1.096
7 C 1.18 1.79 -0.23  C8 1.503, C13 1.384, H27 1.090
8 C -0.28 1.79 0.12  O5 1.428, C6 1.537, C7 1.503, C11 1.571
9 C 1.15 -0.61 -0.20  C10 1.509, C13 1.381, H26 1.085
10 C -0.32 -0.53 0.12  O4 1.430, C9 1.509, C11 1.540, C14 1.546
11 C -0.58 0.61 1.12  O1 1.404, C8 1.571, C10 1.540, H19 1.094
12 C -0.98 -2.76 -0.80  C14 1.510, H17 1.094, H18 1.093, H21 1.092
13 C 1.82 0.57 -0.44  C7 1.384, C9 1.381, H23 1.090
14 C -0.97 -1.90 0.44  C10 1.546, C12 1.510, H16 1.097, H24 1.099
15 H -0.75 3.86 -0.29  C6 1.096
16 H -1.99 -1.71 0.79  C14 1.097
17 H 0.03 -2.97 -1.14  C12 1.094
18 H -1.52 -2.24 -1.60  C12 1.093
19 H -1.65 0.65 1.31  C11 1.094
20 H -0.27 3.57 1.40  C6 1.098
21 H -1.49 -3.70 -0.59  C12 1.092
22 H -1.89 3.06 0.80  C6 1.096
23 H 2.84 0.56 -0.80  C13 1.090
24 H -0.42 -2.36 1.27  C14 1.099
25 H -0.38 0.93 3.04  O1 0.977
26 H 1.59 -1.60 -0.14  C9 1.085
27 H 1.66 2.76 -0.35  C7 1.090

orbital gap (alpha / beta)	0.30561 / 0.30599	hartree
highest occupied orbital energy (alpha / beta)	-7.7 / -9.2	eV
spin multiplicity	4
ΔE to the lowest compared entry with this formula, charge and spin	10.51	kcal/mol